(1)
A structure of composition C10H17Cl2FO2Pd, computed with ωB97M-V with the def2-TZVPD basis set.

Properties
⟨S²⟩: 6.033
HOMO-LUMO gap (spin up / spin down) in Eh: 0.1701 / 0.2269
Energy relative to the best compared isomer or geometry (same formula, charge and spin) in kJ/mol: 11.8
HOMO level (spin up / spin down) in eV: 1.06 / -0.81
E_LUMO (spin up / spin down) in eV: 5.68 / 5.36

```
! RIJCOSX wB97M-V def2-TZVPD def2/J DEFGRID3
* xyz -2 5
C -0.7317 0.8505 -0.7128
C -1.5599 -0.3013 -0.6149
C -0.7534 -1.4383 -0.2786
C -3.0173 -0.3252 -0.8417
C 0.6019 -1.0047 -0.1773
C 0.6758 0.4315 -0.5052
C 1.7901 1.0824 -1.1842
C -1.1913 2.1750 -1.1123
C -1.2814 -2.7791 -0.1175
C 1.7784 -1.9018 -0.1370
Pd 0.7720 0.6051 1.4824
Cl -2.3802 0.1001 2.4733
Cl 0.1118 2.7723 2.0717
O 2.9592 0.4103 1.6370
H -3.4804 0.6303 -0.5611
H -3.5020 -1.0907 -0.2303
H -3.2734 -0.5189 -1.8847
H -2.0781 -2.8200 0.6392
H -0.4707 -3.4613 0.2250
H -1.6784 -3.1988 -1.0391
H 1.5161 -2.8557 0.2885
H 2.5387 -1.3980 0.5010
H 2.1912 -2.0398 -1.1404
H 2.6986 0.4895 -1.0409
H 1.9340 2.0546 -0.6944
H 1.5900 1.2333 -2.2533
H -2.1506 2.3941 -0.6832
H -1.2626 2.2805 -2.2078
H -0.4684 2.9310 -0.7563
H 2.7480 0.2741 2.6586
O 1.6081 2.4652 1.1928
H 2.4848 1.5111 1.5151
F 1.2815 0.4427 3.4887
*
```

(2)
A cluster of 2 separate species, C10H17ClINO5 in total, computed with ωB97M-V with the def2-TZVPD basis set.

Properties
HOMO-LUMO gap in Eh: 0.3710
HOMO level in eV: -9.85
SMILES: C[C@H](Cl)COC(=O)NCC(=O)I.CCOC(C)=O
E_LUMO in eV: 0.24

```
! RIJCOSX wB97M-V def2-TZVPD def2/J DEFGRID3
* xyz 0 1
C 0.9944 1.3214 0.0459
C -0.1301 1.6401 -0.9422
Cl 0.1625 3.1641 -1.8409
C -1.5039 1.6698 -0.3056
O -1.6291 2.8387 0.5040
C -2.5786 2.7892 1.4836
O -2.4048 2.2658 2.5423
N -3.7141 3.5122 1.1598
C -4.3472 3.4106 -0.1256
C -4.8357 2.0428 -0.5945
O -4.9692 1.7558 -1.7346
I -5.3611 0.6395 0.9456
H 1.4291 0.3459 -0.1734
H 1.7975 2.0477 -0.0541
H 0.6448 1.3174 1.0774
H -0.1781 0.8694 -1.7103
H -2.2711 1.6559 -1.0848
H -1.6183 0.7708 0.3095
H -4.3452 3.5027 1.9504
H -3.6971 3.7996 -0.9111
H -5.2414 4.0384 -0.1151
C 2.0690 -4.0330 -1.1682
C 2.9384 -2.7933 -1.1871
O 2.7443 -1.9752 -0.0282
C 3.3857 -2.1877 1.1442
C 4.1598 -3.4687 1.3479
O 3.2709 -1.3661 2.0092
H 2.3187 -4.6877 -0.3335
H 2.1965 -4.5952 -2.0937
H 1.0199 -3.7535 -1.0725
H 3.9949 -3.0340 -1.3129
H 2.6568 -2.1502 -2.0197
H 3.5055 -4.1845 1.8455
H 4.9952 -3.2509 2.0077
H 4.5409 -3.9179 0.4352
*
```

(3)
A structure of composition C10H17FO2, computed with ωB97M-V with the def2-TZVPD basis set.

Properties
HOMO-LUMO gap in Eh: 0.2890
Energy relative to the best compared isomer or geometry (same formula, charge and spin) in kJ/mol: 222.6
HOMO level in eV: -7.48
E_LUMO in eV: 0.38

```
! RIJCOSX wB97M-V def2-TZVPD def2/J DEFGRID3
* xyz 0 1
C 0.6520 -0.3070 0.3243
C -0.5880 1.8058 0.5192
C -0.6390 0.4594 0.6625
C 3.3808 -0.4390 -0.3614
C 0.6748 2.6056 0.3727
C 4.1098 0.3941 0.6417
C -2.7338 0.6984 -1.4398
C 1.4894 -2.5030 -0.0125
C -1.8486 -0.3358 0.7275
C -2.3880 -0.5793 -0.7135
O 1.7298 0.1995 -0.0190
O 0.3731 -1.5937 0.3884
F 3.4261 0.3299 -1.4688
H -1.5092 2.5035 0.5327
H 1.2198 2.5249 -0.5267
H 1.4966 2.5750 1.1564
H 0.3212 3.6895 0.4505
H 5.0311 0.4816 0.0712
H 4.1497 -0.1075 1.6047
H 3.5725 1.3401 0.7519
H -1.7922 1.3376 -1.6269
H -3.3024 1.2247 -0.6585
H -3.1879 0.3446 -2.4114
H 1.1004 -3.1649 -0.7548
H 1.5603 -3.0499 0.8716
H 2.2457 -1.9378 -0.5029
H -1.8282 -1.4070 1.2336
H -2.5500 0.2041 1.3515
H -1.5067 -1.0325 -1.3083
H -3.2280 -1.2521 -0.6507
*
```

(4)
The ion C10H17N2 with charge +1, computed with ωB97M-V with the def2-TZVPD basis set.

Properties
HOMO-LUMO gap in Eh: 0.2904
Energy relative to the best compared isomer or geometry (same formula, charge and spin) in kJ/mol: 307.5
HOMO level in eV: -11.70
SMILES: C=C=[N+](C)/C(C)=C1/CC(C)(C)N1
E_LUMO in eV: -3.80

```
! RIJCOSX wB97M-V def2-TZVPD def2/J DEFGRID3
* xyz 1 1
C 0.8121 -1.2701 -3.2159
C 1.2177 -1.2348 -1.9454
N 1.6451 -1.2449 -0.7028
C 2.6659 -2.2736 -0.5509
C 1.1171 -0.5366 0.3981
C 2.2150 -0.4037 1.4605
C -0.0136 0.1857 0.3969
C -0.6456 0.9277 1.5234
C -1.7801 1.2474 0.4505
C -2.0715 2.6789 0.0753
C -3.0857 0.4268 0.7178
N -0.9867 0.5172 -0.5082
H 1.3140 -0.5830 -3.8799
H 0.1791 -2.2283 -3.3454
H 2.7722 -2.5130 0.5040
H 2.4920 -3.1765 -1.1432
H 3.6622 -1.8668 -0.6322
H 1.6251 0.1329 2.1522
H 2.7014 -1.3211 1.7925
H 3.0567 0.3584 1.1873
H -0.8417 0.3073 2.3019
H -0.1740 1.8156 1.9627
H -2.3027 3.3013 0.8726
H -3.0314 2.6743 -0.4977
H -1.1934 3.1393 -0.4477
H -2.8658 -0.6311 1.0138
H -3.7493 0.4184 -0.0987
H -3.5299 0.8589 1.6475
H -1.2043 0.2935 -1.4888
*
```

(5)
A cluster of 2 separate species, C10H17N2O2 in total, computed with ωB97M-V with the def2-TZVPD basis set.

Properties
HOMO-LUMO gap (spin up / spin down) in Eh: 0.2588 / 0.2423
Energy relative to the best compared isomer or geometry (same formula, charge and spin) in kJ/mol: 140.5
HOMO level (spin up / spin down) in eV: -3.58 / -3.12
E_LUMO (spin up / spin down) in eV: 3.46 / 3.48

```
! RIJCOSX wB97M-V def2-TZVPD def2/J DEFGRID3
* xyz -1 1
C -0.6707 -1.5193 0.2457
C 2.4337 -0.0972 -1.4749
C 2.4627 -0.7519 2.0097
C -0.1060 0.0474 2.5153
C -2.9004 0.4122 -0.4542
C -1.2233 -0.1954 -2.3558
C -0.8111 1.8724 -0.7270
C 1.1002 -0.2119 1.5101
C 0.5266 -0.8872 0.1967
C -1.5582 0.6701 -1.1664
N -1.5599 -2.2567 0.4723
N 1.3940 -1.1195 -0.8028
O 2.8214 -0.4815 -2.5443
O 2.6569 0.8700 -0.7827
H 3.2100 -0.3919 1.4286
H 2.5076 -0.2874 2.9853
H 2.4708 -1.7643 1.9732
H 0.1798 0.8917 2.9860
H -1.1102 0.1449 2.1121
H -0.0795 -0.8294 3.1881
H -3.1238 -0.7227 -0.5979
H -3.6572 1.0658 -0.9806
H -2.6846 0.7739 0.5110
H -1.4462 0.2977 -3.2654
H -0.1812 -0.1755 -2.4979
H -1.5884 -1.2621 -2.4356
H 0.2978 1.9664 -0.9795
H -0.7887 2.0744 0.2931
H -1.4138 2.7650 -1.1673
H 1.5092 0.8349 1.3832
H 1.3325 -1.7331 -1.5779
*
```

(6)
A cluster of 2 separate species, C10H17N2O2S in total, computed with ωB97M-V with the def2-TZVPD basis set.

Properties
HOMO-LUMO gap (spin up / spin down) in Eh: 0.2798 / 0.3055
Energy relative to the best compared isomer or geometry (same formula, charge and spin) in kJ/mol: 287.5
HOMO level (spin up / spin down) in eV: -11.46 / -12.40
E_LUMO (spin up / spin down) in eV: -3.84 / -4.09

```
! RIJCOSX wB97M-V def2-TZVPD def2/J DEFGRID3
* xyz 1 1
C 2.7145 -2.1098 0.0010
C 3.3422 -1.2768 -0.8141
C 0.8963 -0.5217 0.0751
C -1.5634 1.1327 -0.1895
C -2.8503 1.5440 -0.4143
C -1.2036 -0.1733 0.0301
C 1.3774 -1.7894 0.6061
C 2.7744 0.0552 -1.2145
C -3.2248 2.9745 -0.4478
C 2.5142 1.0254 1.0300
N -3.1791 -1.4333 1.1808
N 1.7978 0.5499 -0.1822
O -2.9686 -1.4223 -1.3480
O -1.3829 -2.7768 0.0084
S -2.2003 -1.6119 -0.1552
H 3.1410 -3.0644 0.2618
H 4.2877 -1.5327 -1.2647
H -0.8122 1.9125 -0.0847
H -3.6152 0.7965 -0.5534
H 0.6431 -2.5703 0.3759
H 1.4747 -1.7922 1.7022
H 3.5669 0.7972 -1.3352
H 2.2446 -0.0469 -2.1673
H -4.2630 3.1087 -0.7289
H -2.5918 3.5305 -1.1419
H -3.0744 3.4246 0.5363
H 1.7910 1.3281 1.7848
H 3.1244 0.2144 1.4221
H 3.1568 1.8689 0.7839
H -4.1557 -1.3189 0.9610
H -3.0346 -2.1596 1.8628
H 1.2727 1.3372 -0.5806
*
```

no.,strongest force on any atom (eV/Å)
1,7.1
2,0.7
3,3.5
4,5.6
5,4.5
6,5.9